Below is a 10-piece molecular cluster, C31H84F9N7O16S3 overall at a distorted geometry, with properties calculated with ωB97M-V/def2-TZVPD.

Geometry as ORCA input:
```
! wB97M-V def2-TZVPD RIJCOSX def2/J DEFGRID3
* xyz 4 1
S 3.087 1.327 -3.740
S -4.577 -1.028 -0.408
S 0.574 -0.168 0.099
F 0.775 -2.285 1.792
F 5.234 1.340 -5.377
F -3.218 -0.615 1.950
F 3.341 1.398 -6.389
F 3.987 -0.453 -5.477
F -0.953 -1.049 2.076
F -4.662 0.879 1.483
F -0.811 -2.384 0.323
F -2.841 0.821 0.310
O -3.505 -1.456 -1.318
O 1.627 -0.916 -0.586
O 6.955 -0.740 -1.806
O -2.574 -1.595 -5.686
O 1.074 0.793 1.085
O -5.517 -0.104 -1.022
O 4.091 1.347 -2.673
O -0.443 0.371 -0.790
O 5.185 3.982 2.453
O -3.231 -1.991 5.533
O 2.615 2.687 -4.006
O 1.046 6.647 -4.080
O -5.208 -2.091 0.367
O -2.751 2.735 3.273
O 0.507 -6.740 2.031
O 2.012 0.360 -3.572
N -5.985 -2.385 5.113
N 4.385 -0.868 -0.954
N 2.997 2.422 2.241
N 0.515 -9.563 1.781
N -1.458 -0.564 -3.223
N 0.715 4.138 -5.484
N -5.445 4.990 2.321
C -5.223 -1.246 4.462
C -1.794 1.921 2.620
C 1.534 -8.817 2.660
C 2.761 -9.708 2.696
C 0.642 5.468 -3.473
C -0.158 -1.600 1.157
C -3.833 3.081 2.429
C -0.528 -2.802 -2.825
C -0.695 3.279 -3.661
C 1.540 4.525 1.814
C -3.206 -2.282 -6.783
C 4.005 0.866 -5.363
C -2.250 -2.475 -4.634
C 6.190 4.675 3.191
C 3.978 4.698 2.347
C 4.967 -1.984 -1.825
C -1.848 -1.798 5.591
C 7.905 0.133 -2.390
C -0.194 4.551 -4.327
C -5.477 3.593 4.313
C 1.758 -7.418 2.085
C 6.021 -1.324 -2.678
C 0.017 7.554 -4.445
C 0.557 -5.334 1.825
C -4.015 -0.845 5.240
C -1.063 -1.874 -3.882
C -4.568 4.187 3.251
C 2.914 3.860 1.714
C 3.865 -2.644 -2.643
C -3.749 0.063 0.915
C -6.193 -0.055 4.271
H -5.773 0.658 3.568
H -3.100 -2.575 -3.950
H -0.563 7.135 -5.275
H 3.121 3.782 0.646
H 3.192 -9.868 1.706
H 0.306 -2.411 -2.245
H -0.593 7.771 -3.566
H 1.609 5.442 1.234
H -0.430 -5.072 1.453
H -0.289 -3.808 -3.176
H -6.007 4.385 4.850
H -4.898 5.452 1.592
H 3.531 -9.299 3.349
H -1.334 -3.076 -2.134
H -3.979 -2.900 -6.325
H 0.747 -9.718 0.796
H -3.869 4.868 3.732
H -6.301 4.527 2.007
H 1.476 4.894 -3.066
H 3.273 -1.879 -3.156
H -2.198 0.935 2.395
H 4.207 5.637 1.824
H 5.845 4.870 4.212
H 3.114 -3.111 -2.006
H -2.467 -2.840 -7.358
H 2.685 2.368 3.207
H 3.945 2.047 2.198
H 7.031 3.999 3.309
H -3.529 3.536 1.481
H -3.706 -1.585 -7.451
H -6.590 -2.792 4.401
H -3.402 -0.148 4.661
H 4.304 -3.288 -3.401
H -1.479 0.232 -3.859
H -5.355 -3.069 5.540
H -1.954 -3.457 -5.010
H 8.718 0.200 -1.675
H -0.015 5.704 -2.621
H -1.323 2.656 -4.293
H 0.763 3.872 1.414
H 4.468 -0.010 -1.541
H -1.035 5.036 -4.822
H -1.585 -1.004 6.300
H -1.239 3.528 -2.747
H 0.910 -8.745 3.552
H 2.544 -10.709 3.073
H 5.357 -2.744 -1.150
H 2.483 -6.862 2.677
H 6.481 -2.061 -3.349
H 6.372 5.612 2.663
H 1.313 -4.957 1.131
H 2.433 1.851 1.587
H 1.480 3.541 -5.121
H 1.275 4.813 2.832
H -2.337 -0.635 -2.697
H -0.267 -1.651 -4.592
H -4.972 -1.553 3.447
H -4.933 2.974 5.021
H -4.539 2.274 2.221
H -5.805 5.815 2.819
H -0.699 -0.275 -2.598
H 2.066 -7.556 1.044
H 0.791 -4.855 2.780
H 0.361 8.482 -4.898
H 0.256 3.491 -6.129
H -1.461 2.307 1.646
H 8.279 -0.155 -3.377
H -1.323 -2.683 5.943
H -7.227 -0.337 4.069
H -6.530 -1.974 5.873
H 0.278 -10.461 2.204
H 3.672 5.143 3.306
H -0.361 -9.039 1.675
H 4.885 -0.741 -0.083
H -6.318 0.472 5.224
H 7.447 1.108 -2.589
H 0.118 2.673 -3.252
H -0.845 1.950 3.154
H -6.299 3.016 3.880
H -4.249 -0.438 6.230
H 5.657 -0.583 -3.399
H 3.367 -0.995 -0.857
H -1.445 -1.540 4.605
H 1.064 4.908 -6.055
*
```

The value obtained for the gap between HOMO and LUMO is 0.3150 Eh. Its energy is -4910.744229 Eh. As for the LUMO energy: -7.38 eV. Its largest force on an atom is 2.557 eV Å⁻¹. For the HOMO energy, the calculation gives -0.58634 hartree.



Below is a 8-piece molecular cluster, C31H85N7O8 overall at a distorted geometry, with properties calculated with ωB97M-V/def2-TZVPD.

Geometry as ORCA input:
```
! wB97M-V def2-TZVPD RIJCOSX def2/J DEFGRID3
* xyz 0 1
O -3.216 -0.298 3.042
O -1.263 -1.550 -4.427
O 1.053 -1.925 0.776
O 0.881 3.237 -2.946
O 4.921 2.929 -1.996
O 5.784 -2.750 2.790
O -2.343 3.618 0.730
O 0.892 -5.921 -1.426
N 3.036 -3.658 2.421
N -4.929 4.680 -0.111
N 5.743 0.431 -0.735
N -3.355 -1.230 -1.311
N -5.548 1.845 5.007
N -1.325 -3.945 0.722
N 1.263 6.658 -1.930
C -3.278 -1.629 2.524
C -4.380 -0.084 3.868
C -3.504 2.891 0.816
C -0.516 -5.134 0.319
C 4.184 -4.062 1.566
C 0.755 2.628 -4.249
C 3.975 2.011 -1.408
C -4.308 1.330 4.472
C 3.617 -0.478 -1.496
C 4.509 4.299 -2.013
C 5.316 -3.073 1.480
C -2.912 -0.891 -2.719
C 3.600 -4.495 0.247
C -0.775 5.437 -1.599
C 0.090 0.285 0.434
C -4.832 3.704 0.976
C -2.745 0.648 -2.796
C 0.730 5.327 -1.768
C 0.960 4.637 -3.099
C 6.809 -1.755 2.769
C 4.590 0.622 -1.626
C 0.524 -0.649 2.754
C 1.590 -5.765 -2.595
C -1.202 -6.466 0.536
C 0.994 -0.614 1.322
C -0.043 -4.935 -1.074
C -1.554 -1.537 -3.006
C -0.535 -2.706 -4.670
C -3.279 1.559 5.573
C -5.988 2.731 0.771
C -1.907 4.355 1.845
H 0.680 0.364 3.198
H -2.896 -2.078 -0.963
H -3.157 2.581 5.871
H -1.747 3.743 2.703
H 4.077 -1.468 -1.576
H 4.898 0.677 -2.670
H 1.692 -2.487 1.331
H 0.368 -2.716 -4.100
H 4.581 4.624 -0.933
H 6.059 -0.529 -0.872
H -2.802 4.931 2.008
H 1.952 -6.723 -2.928
H -4.966 4.097 2.024
H 2.019 -0.181 1.331
H 7.744 -2.295 2.456
H 2.553 -4.455 2.795
H -3.627 1.212 -2.602
H -3.561 0.937 6.416
H -4.264 -1.820 2.050
H -2.507 -1.765 1.821
H 1.129 4.745 -0.962
H 4.612 -4.921 2.096
H 6.152 -3.410 0.907
H -3.109 -2.313 3.407
H -3.049 -0.503 -0.715
H -0.962 -0.138 0.352
H -0.748 -3.140 0.748
H -1.631 -2.589 -2.584
H 3.416 -3.196 3.264
H -1.681 -4.085 1.699
H -2.386 0.812 -3.826
H 0.781 1.578 -4.134
H 4.405 -4.774 -0.476
H -3.408 2.051 1.559
H -0.853 -4.746 -1.798
H 1.851 4.997 -3.605
H 0.872 -5.528 -3.399
H -6.351 1.532 4.495
H -1.336 -6.624 1.633
H -4.022 1.965 3.604
H -3.521 -1.219 -3.562
H 0.461 0.353 -0.593
H -5.664 1.353 5.869
H -1.014 4.911 1.490
H 1.494 2.906 -5.027
H -1.114 6.042 -2.467
H 3.069 -0.398 -0.564
H 1.004 7.318 -1.193
H 5.066 4.910 -2.682
H 2.310 6.612 -1.896
H -4.377 -0.905 4.603
H 6.887 -1.470 3.791
H 1.012 -1.357 3.375
H -2.148 -6.462 -0.070
H 3.830 2.151 -0.315
H 2.916 -5.341 0.437
H -0.270 -2.690 -5.683
H -0.511 -0.925 2.803
H -0.623 -7.303 0.164
H -5.962 2.443 -0.295
H -4.467 4.304 -0.942
H -1.976 1.026 -2.158
H -0.061 1.261 0.851
H -1.206 4.428 -1.758
H 0.439 -5.077 0.917
H 2.931 -0.415 -2.300
H 6.388 1.123 -1.070
H 6.570 -0.883 2.138
H -0.785 -1.013 -2.474
H -1.165 5.832 -0.662
H -0.280 2.892 -4.577
H -5.292 -0.337 3.280
H 0.524 -3.988 -1.131
H 3.043 -3.661 -0.217
H -5.954 1.799 1.337
H -2.230 1.261 5.223
H 2.949 2.185 -1.821
H 3.476 4.326 -2.399
H 0.189 5.050 -3.747
H 4.997 -2.151 0.957
H -1.122 -3.657 -4.476
H -3.605 2.354 -0.111
H 2.388 -5.029 -2.562
H -6.978 3.241 0.967
H -4.479 5.529 0.171
*
```

As for the SMILES: COC[C@H](C)N.COC[C@H](C)N.COC[C@H](C)N.COC[C@H](C)N.COC[C@H](C)N.COC[C@H](C)N.COC[C@H](C)N.CC(C)O. The value obtained for the gap between HOMO and LUMO is 0.3514 Eh. Its energy is -2217.115908 Eh. As for the LUMO energy: 0.64 eV. Its largest force on an atom is 2.843 eV Å⁻¹. For the HOMO energy, the calculation gives -0.32800 hartree.